Record 1
The following is a quantum chemistry calculation of a cluster of 2 separate species, C24H27FN2O9P in total in a non-equilibrium geometry, from OMol25.

## Properties
Charge: -1
E_LUMO in eV: -0.4

Geometry as XYZ:
```
64
Properties=species:S:1:pos:R:3:lowdin_charge:R:1
C -2.59 1.16 2.04 -0.066
C -1.77 -0.03 2.51 -0.158
O -1.55 -1.02 1.43 -0.034
N -0.40 -0.77 0.74 -0.058
N -0.53 0.06 -0.27 0.262
C 0.55 0.34 -0.98 -0.197
C 0.27 1.28 -2.09 -0.119
C 0.07 0.66 -3.47 -0.166
C -1.31 0.13 -3.77 -0.255
O -1.92 -0.61 -2.73 -0.044
C 1.82 -0.20 -0.67 -0.064
P 3.33 0.32 -1.51 0.458
O 4.16 1.22 -0.72 -0.216
O 4.05 -1.06 -1.90 -0.112
O 2.98 0.94 -2.92 -0.107
C 1.89 -1.10 0.40 -0.053
C 3.09 -1.87 0.85 -0.297
F 4.22 -1.09 0.76 0.014
C 3.25 -3.22 0.15 -0.177
C 4.69 -3.68 0.07 -0.083
C 0.74 -1.38 1.11 -0.085
C 0.62 -2.32 2.25 -0.178
C 1.11 -1.98 3.52 -0.026
C 0.98 -2.88 4.58 -0.056
C 0.34 -4.12 4.38 -0.068
C -0.16 -4.45 3.12 -0.062
C -0.03 -3.55 2.05 -0.009
H -1.97 2.04 1.96 0.065
H -2.97 0.96 1.05 0.071
H -3.41 1.37 2.70 0.073
H -2.21 -0.60 3.31 0.112
H -0.79 0.27 2.86 0.107
H 1.08 2.00 -2.12 0.114
H -0.62 1.83 -1.80 0.110
H 0.81 -0.11 -3.67 0.087
H 0.26 1.45 -4.19 0.121
H -1.98 0.94 -4.01 0.125
H -1.25 -0.49 -4.66 0.111
H -1.54 -1.49 -2.72 0.076
H 3.54 -1.56 -2.54 0.085
H 2.92 0.30 -3.64 0.080
H 2.98 -2.09 1.90 0.132
H 2.70 -3.93 0.74 0.110
H 2.83 -3.17 -0.85 0.103
H 4.73 -4.70 -0.26 0.073
H 5.16 -3.61 1.04 0.081
H 5.25 -3.07 -0.62 0.066
H 1.59 -1.03 3.67 0.124
H 1.36 -2.62 5.55 0.100
H 0.23 -4.81 5.20 0.096
H -0.66 -5.38 2.96 0.098
H -0.42 -3.80 1.09 0.119
C -2.71 4.66 -1.83 0.011
C -2.93 3.89 -0.68 -0.386
C -4.12 4.28 0.21 -0.404
O -4.37 3.57 1.20 -0.029
C -4.86 5.43 -0.14 0.001
C -4.65 6.24 -1.28 -0.410
C -3.51 5.79 -2.23 -0.390
O -3.30 6.38 -3.28 0.003
O -5.30 7.25 -1.57 -0.014
O -2.24 2.90 -0.35 -0.049
H -1.89 4.41 -2.49 0.089
H -5.65 5.70 0.55 0.095
```

---

Record 2
The following is a quantum chemistry calculation of a cluster of 2 separate species, C4H8ClNO in total in a non-equilibrium geometry, from OMol25.

## Properties
Relative energy (zero: lowest compared OMol25 entry of this formula, charge and spin) in eV: 3.882
E_LUMO in eV: 0.7

Geometry as XYZ:
```
15
Properties=species:S:1:pos:R:3:lowdin_charge:R:1
C 0.26 -1.38 0.35 -0.087
C 0.83 -0.33 -0.59 -0.303
N 2.00 0.04 -0.39 -0.018
O 2.61 0.73 -1.42 -0.080
H 0.22 -0.90 1.34 0.056
H 0.71 -2.35 0.41 0.067
H -0.79 -1.53 0.00 0.084
H 0.24 -0.07 -1.45 0.080
H 2.02 0.65 -2.26 0.129
C -1.67 0.40 1.07 -0.130
C -0.88 1.23 0.42 -0.646
Cl -1.52 1.87 -1.09 0.602
H -2.58 0.00 0.68 0.060
H -1.39 -0.12 2.11 0.124
H -0.06 1.76 0.80 0.063
```

---

Sequential gap between HOMO and LUMO output: 2.05, 10.28 eV